Entry 1:
{
  "formula": "C50H38ClN6OPTl",
  "method": "ωB97M-V with the def2-TZVPD basis set",
  "symbols": ["Tl", "C", "C", "N", "N", "C", "O", "C", "C", "C", "C", "C", "C", "C", "C", "C", "C", "C", "N", "H", "H", "H", "H", "H", "H", "H", "H", "H", "H", "H", "H", "C", "C", "N", "C", "C", "C", "C", "C", "C", "C", "N", "C", "C", "C", "C", "C", "C", "C", "C", "N", "C", "H", "H", "H", "H", "H", "H", "H", "H", "H", "H", "H", "H", "Cl", "C", "C", "C", "C", "C", "C", "P", "C", "C", "C", "C", "C", "C", "C", "C", "C", "C", "C", "C", "H", "H", "H", "H", "H", "H", "H", "H", "H", "H", "H", "H", "H", "H"],
  "positions_angstrom": [[-0.250400, -0.318300, 0.329000], [2.821500, -3.703400, 1.327000], [2.105500, -2.391200, 1.546600], [2.280500, -1.330600, 0.825400], [3.167900, -1.295400, -0.162700], [2.952800, -0.485300, -1.188300], [1.889500, 0.127500, -1.472700], [4.090600, -0.455500, -2.150300], [4.182100, 0.578600, -3.077700], [5.196200, 0.586400, -4.016400], [6.109800, -0.453500, -4.061700], [6.017900, -1.492300, -3.149200], [5.024300, -1.488000, -2.188400], [1.114500, -2.307300, 2.599900], [0.692000, -3.449800, 3.302800], [-0.282100, -3.329800, 4.269200], [-0.823000, -2.078200, 4.540800], [-0.365200, -1.006700, 3.789800], [0.556500, -1.108400, 2.849600], [3.563300, -3.576400, 0.543900], [2.120000, -4.483100, 1.027200], [3.320400, -4.012400, 2.247800], [3.441600, 1.366000, -3.054100], [5.268400, 1.396000, -4.728400], [6.883200, -0.462600, -4.816700], [6.716500, -2.316100, -3.202900], [4.940500, -2.279900, -1.457400], [1.096600, -4.421200, 3.065700], [-0.621700, -4.208000, 4.806500], [-1.584800, -1.946500, 5.295400], [-0.759700, -0.008700, 3.941800], [0.118800, 3.866900, 2.775500], [0.283600, 2.631000, 2.139600], [-0.709600, 1.970800, 1.586700], [-1.958100, 2.458700, 1.649600], [-2.242000, 3.675300, 2.339800], [-1.145900, 4.379000, 2.880700], [-3.561800, 4.127800, 2.468500], [-4.589400, 3.358700, 1.966600], [-4.344500, 2.187100, 1.274400], [-3.039900, 1.716200, 1.036300], [-2.745600, 0.582300, 0.412500], [-3.504500, -0.134800, -0.428500], [-4.373200, 0.396100, -1.392500], [-5.013100, -0.419000, -2.315200], [-4.837200, -1.784600, -2.324300], [-3.984100, -2.377600, -1.382700], [-3.758800, -3.768500, -1.323700], [-2.908300, -4.284100, -0.382700], [-2.258700, -3.392400, 0.479300], [-2.438600, -2.093300, 0.447500], [-3.296900, -1.563600, -0.440300], [0.971200, 4.396000, 3.177600], [1.256200, 2.161200, 2.093400], [-1.323700, 5.321300, 3.382600], [-3.757300, 5.067400, 2.964300], [-5.611800, 3.684200, 2.110600], [-5.173900, 1.593100, 0.911400], [-4.505600, 1.469000, -1.439900], [-5.680300, 0.031100, -3.040400], [-5.322100, -2.414600, -3.058600], [-4.262500, -4.409100, -2.036900], [-2.721600, -5.348200, -0.314000], [-1.558300, -3.754000, 1.222200], [-1.052600, -0.391800, -2.809700], [-0.253000, 0.695400, -3.885900], [-0.260400, 0.445000, -5.249700], [0.349700, 1.336900, -6.114800], [0.981100, 2.459800, -5.611000], [0.993700, 2.696600, -4.248500], [0.366600, 1.828800, -3.363300], [0.245400, 2.126100, -1.552300], [-1.217300, 3.255700, -1.630500], [-2.291100, 3.060600, -2.493600], [-3.433100, 3.834000, -2.378700], [-3.527600, 4.810100, -1.403600], [-2.462800, 5.019300, -0.543200], [-1.326200, 4.242400, -0.651400], [1.561600, 3.397800, -1.350600], [1.452200, 4.701700, -1.829200], [2.464100, 5.619900, -1.615000], [3.613200, 5.247100, -0.934900], [3.736600, 3.950200, -0.467100], [2.713500, 3.037100, -0.661200], [-0.749700, -0.439100, -5.626100], [0.341800, 1.146900, -7.178400], [1.459100, 3.162900, -6.278200], [1.486800, 3.580900, -3.871900], [-2.243000, 2.307600, -3.267700], [-4.260700, 3.675800, -3.055700], [-4.423000, 5.408300, -1.315300], [-2.514300, 5.788800, 0.213800], [-0.495200, 4.415800, 0.021200], [0.564200, 5.015000, -2.361200], [2.348700, 6.635800, -1.969300], [4.406600, 5.965700, -0.768500], [4.631900, 3.652500, 0.061900], [2.799600, 2.031000, -0.279200]],
  "forces_ev_per_a": [[0.1, -0.2, -0.2], [0.0, 0.4, 0.0], [0.9, 0.0, -0.9], [-0.6, 0.4, 0.3], [1.0, -0.9, 0.2], [-0.9, -0.2, 0.3], [0.8, -0.1, 0.0], [0.2, 0.0, -0.3], [-0.2, -0.1, 0.2], [0.1, 0.0, -0.1], [0.1, 0.0, -0.1], [0.1, -0.1, 0.0], [0.0, 0.0, 0.1], [-0.6, 0.0, 0.6], [0.1, 0.2, -0.2], [-0.2, 0.1, 0.2], [0.0, -0.2, 0.0], [-0.2, -0.1, 0.2], [0.4, -0.1, 0.1], [0.0, 0.0, 0.0], [0.0, -0.1, 0.0], [0.0, -0.1, 0.0], [-0.1, 0.0, 0.0], [0.0, 0.1, -0.1], [0.1, 0.0, -0.1], [0.1, 0.0, 0.0], [0.0, 0.0, -0.1], [0.1, 0.0, 0.0], [0.0, 0.0, 0.0], [0.0, 0.1, 0.0], [-0.1, 0.0, 0.0], [-0.2, 0.2, 0.1], [-0.1, -0.2, -0.1], [0.3, 0.0, 0.2], [-0.4, 0.6, 0.4], [0.2, -0.3, 0.0], [0.1, -0.1, -0.1], [-0.5, 0.1, 0.0], [0.2, 0.4, 0.2], [0.1, -0.3, -0.3], [-0.6, -0.2, -0.1], [0.7, 0.0, 0.3], [-0.3, 0.4, -0.3], [0.2, 0.1, 0.5], [-0.2, -0.5, -0.2], [-0.3, 0.2, -0.3], [0.2, 0.2, 0.2], [0.1, -0.1, 0.1], [-0.2, -0.1, -0.4], [0.0, 0.3, 0.1], [0.0, -0.5, 0.5], [-0.4, -0.2, -0.4], [0.1, 0.0, 0.0], [0.2, -0.1, -0.1], [0.0, 0.1, 0.0], [0.0, 0.1, 0.1], [-0.1, 0.0, 0.0], [0.0, 0.0, -0.1], [0.0, 0.0, 0.1], [0.0, 0.0, -0.1], [-0.1, 0.0, 0.0], [0.0, -0.1, 0.0], [0.0, 0.0, 0.0], [0.1, -0.1, 0.1], [-0.3, -0.3, -0.3], [0.3, 0.3, -0.2], [-0.1, -0.1, 0.0], [0.0, -0.1, 0.0], [0.1, 0.1, -0.1], [-0.1, 0.0, -0.1], [0.0, -0.2, 0.1], [-0.5, 0.8, -0.3], [0.1, -0.1, 0.2], [0.2, 0.0, 0.0], [-0.2, 0.1, 0.0], [0.0, 0.1, 0.0], [0.0, 0.2, -0.1], [0.0, 0.0, -0.1], [-0.1, -0.1, 0.0], [0.1, 0.1, 0.1], [0.0, 0.2, 0.0], [0.1, 0.0, 0.0], [0.2, 0.1, 0.1], [-0.1, -0.1, 0.0], [-0.1, -0.1, 0.0], [0.0, 0.0, -0.1], [0.1, 0.0, -0.1], [0.0, -0.1, 0.0], [0.0, -0.1, 0.0], [-0.1, -0.1, -0.1], [-0.1, 0.0, 0.0], [0.0, 0.0, 0.1], [0.0, 0.0, 0.1], [-0.1, 0.0, 0.0], [0.0, 0.0, -0.1], [0.0, 0.0, 0.0], [0.0, 0.0, 0.0], [0.0, -0.1, 0.0]],
  "charge": -1,
  "e_homo_ev": -3.594,
  "orbital_gap_ev": 6.13
}

---

Entry 2:
{
  "formula": "C50H38N6PZr",
  "method": "ωB97M-V with the def2-TZVPD basis set",
  "symbols": ["Zr", "C", "C", "C", "C", "C", "C", "N", "C", "C", "C", "C", "C", "C", "N", "N", "C", "C", "C", "C", "C", "N", "H", "H", "H", "H", "H", "H", "H", "H", "H", "H", "H", "H", "H", "C", "C", "C", "C", "C", "C", "C", "C", "C", "C", "C", "C", "C", "C", "C", "N", "H", "H", "H", "H", "H", "H", "H", "H", "H", "H", "N", "P", "C", "C", "C", "C", "C", "C", "C", "C", "C", "C", "C", "C", "C", "C", "C", "C", "C", "C", "H", "H", "H", "H", "H", "H", "H", "H", "H", "H", "H", "H", "H", "H", "H"],
  "positions_angstrom": [[1.211057, -0.261692, 0.431041], [0.139478, 5.290099, 2.229250], [-0.001112, 4.987314, 0.881341], [0.573480, 3.836005, 0.356757], [1.314713, 2.996788, 1.170059], [1.472212, 3.304702, 2.514406], [0.876758, 4.441783, 3.047306], [1.996621, 1.856998, 0.617404], [3.222180, 2.110278, 0.119068], [3.785849, 3.411283, -0.016983], [5.055652, 3.561496, -0.483232], [5.871087, 2.448449, -0.846606], [5.372280, 1.195097, -0.727958], [4.039487, 1.009739, -0.272567], [3.489064, -0.219738, -0.027365], [4.293435, -1.169160, -0.016274], [3.747201, -2.420572, 0.283017], [4.672063, -3.405883, 0.602693], [4.219185, -4.664197, 0.931617], [2.852677, -4.900030, 0.900639], [2.009814, -3.863356, 0.555751], [2.428555, -2.624431, 0.256618], [-0.317099, 6.185388, 2.638752], [-0.572917, 5.643456, 0.233294], [0.465674, 3.597519, -0.695834], [2.071350, 2.650991, 3.138514], [1.002043, 4.672452, 4.100140], [3.189587, 4.270397, 0.260473], [5.462985, 4.561832, -0.582281], [6.875742, 2.609647, -1.216812], [5.955440, 0.322793, -0.991411], [5.723564, -3.143424, 0.593148], [4.914578, -5.451112, 1.201891], [2.435602, -5.873969, 1.130586], [0.950110, -4.053687, 0.504255], [1.553205, -0.589114, 4.942227], [0.489915, -1.437814, 5.213522], [-0.230900, -2.001101, 4.169852], [0.104273, -1.708461, 2.852812], [1.149954, -0.809163, 2.562116], [1.865788, -0.274619, 3.627256], [-0.572036, -2.384246, 1.720175], [-1.506619, -3.428429, 1.902275], [-1.975119, -4.120010, 0.833601], [-1.520672, -3.811285, -0.466236], [-1.904825, -4.542251, -1.613760], [-1.398494, -4.225472, -2.840819], [-0.479332, -3.160462, -2.968800], [-0.101316, -2.440388, -1.874227], [-0.623252, -2.739872, -0.595383], [-0.191297, -2.030092, 0.500901], [2.128284, -0.162737, 5.757552], [0.223128, -1.667463, 6.239039], [-1.052118, -2.668835, 4.405688], [2.680061, 0.408314, 3.435716], [-1.831617, -3.689971, 2.898963], [-2.687693, -4.929254, 0.969873], [-2.604454, -5.365225, -1.498794], [-1.691088, -4.791968, -3.718861], [-0.062600, -2.923426, -3.941865], [0.631447, -1.659048, -1.990919], [-0.600640, 0.678710, 0.433513], [-1.652988, 0.726144, -0.720394], [-2.869543, -0.620097, -0.885700], [-3.545006, -0.936255, 0.300891], [-4.643950, -1.782678, 0.275613], [-5.080086, -2.318900, -0.933315], [-4.405013, -2.017878, -2.109271], [-3.298767, -1.173898, -2.086629], [-2.842894, 2.087181, -0.512021], [-2.652526, 2.913922, 0.592298], [-3.548200, 3.944290, 0.862063], [-4.635493, 4.152291, 0.027795], [-4.843453, 3.316331, -1.066159], [-3.961058, 2.279785, -1.328224], [-0.851035, 0.966234, -2.346877], [0.543463, 1.045408, -2.371241], [1.252654, 1.333313, -3.523153], [0.556021, 1.538021, -4.705096], [-0.832929, 1.469109, -4.708677], [-1.533003, 1.198177, -3.537871], [-3.216836, -0.489676, 1.234844], [-5.170439, -2.013637, 1.195669], [-5.948957, -2.967327, -0.959655], [-4.739501, -2.441406, -3.052923], [-2.767846, -0.964826, -3.010477], [-1.810081, 2.725903, 1.244867], [-3.394430, 4.580523, 1.726636], [-5.333280, 4.956894, 0.233606], [-5.707766, 3.462378, -1.704489], [-4.167630, 1.608942, -2.153692], [1.083653, 0.962411, -1.448369], [2.332671, 1.409518, -3.496381], [1.091922, 1.772054, -5.618910], [-1.380600, 1.646858, -5.627516], [-2.617431, 1.191347, -3.563364]],
  "forces_ev_per_a": [[-1.1, 0.8, 1.3], [0.0, 0.0, 0.0], [-0.1, 0.0, -0.1], [-0.1, 0.2, -0.1], [0.1, -0.3, -0.2], [-0.1, -0.1, 0.1], [0.0, 0.0, 0.0], [-0.1, -0.4, 0.3], [0.2, -0.1, -0.1], [-0.1, 0.0, 0.0], [0.4, -0.1, -0.1], [0.0, 0.5, 0.0], [-0.3, -0.3, 0.0], [0.1, 0.8, 0.0], [0.3, 0.8, -0.4], [0.5, -1.2, 0.1], [0.2, -0.2, -0.1], [0.3, 0.0, 0.0], [0.1, -0.1, 0.1], [0.0, -0.1, 0.0], [0.0, 0.0, -0.1], [0.1, 0.3, 0.0], [0.1, -0.1, 0.0], [0.0, -0.1, 0.1], [0.0, 0.0, 0.0], [-0.1, 0.0, 0.0], [0.0, 0.0, -0.1], [0.1, 0.0, 0.0], [0.0, -0.1, 0.0], [-0.1, 0.0, 0.0], [0.0, 0.1, 0.0], [-0.1, -0.1, 0.0], [-0.1, 0.1, 0.0], [0.1, 0.1, 0.0], [0.0, 0.0, 0.0], [0.0, 0.0, 0.1], [0.0, 0.0, 0.0], [0.0, -0.1, 0.2], [0.0, 0.0, 0.0], [-0.1, -0.1, 0.0], [-0.1, 0.0, 0.0], [0.1, 0.2, 0.0], [-0.1, -0.1, 0.3], [-0.2, -0.2, 0.0], [-0.1, 0.0, -0.1], [-0.1, -0.1, 0.0], [0.0, 0.0, -0.1], [-0.1, -0.1, -0.1], [-0.1, -0.1, 0.2], [0.1, 0.2, 0.1], [-0.6, -0.9, -0.1], [0.0, 0.0, -0.1], [0.0, 0.0, -0.1], [0.1, 0.1, 0.0], [0.1, 0.1, 0.0], [0.0, 0.0, -0.1], [0.1, 0.1, 0.0], [0.1, 0.1, 0.0], [0.0, 0.1, 0.1], [0.0, 0.0, 0.1], [0.2, 0.3, -0.1], [0.8, -0.7, -0.9], [-0.4, 0.6, -0.1], [0.0, -0.1, 0.3], [0.0, 0.0, -0.2], [0.1, 0.0, 0.0], [0.1, 0.0, 0.0], [0.0, -0.1, 0.0], [0.1, -0.1, 0.0], [0.1, 0.2, 0.2], [-0.1, 0.0, 0.0], [0.0, 0.0, 0.0], [0.0, 0.0, 0.0], [0.0, 0.0, 0.0], [0.0, 0.1, 0.1], [0.1, 0.1, 0.0], [-0.4, -0.1, -0.3], [0.0, -0.1, -0.1], [-0.1, 0.0, -0.1], [0.0, 0.0, 0.0], [-0.1, 0.0, -0.2], [0.0, 0.0, 0.0], [0.0, 0.0, -0.1], [0.1, 0.0, 0.0], [0.0, 0.1, 0.1], [-0.1, 0.0, 0.1], [0.0, 0.0, 0.0], [0.0, -0.1, -0.1], [0.1, -0.1, 0.0], [0.1, 0.0, 0.0], [0.0, 0.0, 0.0], [0.3, 0.4, 0.1], [0.0, 0.0, 0.0], [-0.1, 0.0, 0.1], [0.0, 0.0, 0.1], [0.2, 0.0, 0.0]],
  "charge": 1,
  "e_homo_ev": -9.816,
  "orbital_gap_ev": 5.85
}